Record 1
{
  "formula": "C33H31N10O9Sr",
  "method": "ωB97M-V with the def2-TZVPD basis set",
  "symbols": ["C", "C", "N", "C", "N", "N", "C", "C", "C", "Sr", "N", "H", "H", "C", "C", "O", "H", "O", "C", "C", "C", "O", "H", "C", "H", "C", "H", "N", "C", "H", "C", "H", "C", "H", "C", "H", "H", "H", "C", "C", "H", "O", "C", "N", "O", "H", "H", "H", "O", "C", "H", "H", "C", "H", "C", "N", "N", "H", "C", "N", "O", "H", "H", "H", "C", "C", "C", "C", "C", "C", "H", "O", "C", "H", "H", "O", "H", "H", "H", "H", "H", "C", "C", "N"],
  "coordinates": [[3.4219, -3.1860, -4.3769], [4.6826, -4.2543, -0.4756], [1.7484, 0.4575, -3.3693], [2.3109, -3.6513, -1.0427], [-2.4136, 3.9061, -1.0288], [0.3592, -1.1269, -4.1397], [-1.2289, 0.9071, 4.9299], [-1.6127, 5.7811, 0.4837], [1.3205, 1.3479, 5.8460], [-0.7637, -0.0452, -0.0638], [-4.6011, -0.0882, 0.2129], [-2.1623, -0.1439, -2.9499], [-4.6177, -1.4965, -1.3469], [0.4920, 3.9291, 0.9718], [-4.3825, -1.4493, -0.2837], [-1.7768, 0.8968, 8.4375], [0.5129, 1.2711, 7.8454], [3.5667, 1.7803, 5.5066], [4.2955, -2.2010, -3.8832], [-2.5374, -2.4794, -3.2784], [-2.8483, -3.2450, -1.9852], [-2.3587, -1.2390, 0.9439], [-5.5596, 0.0320, 0.5160], [-0.9464, 0.9827, 6.2817], [4.5208, -1.7358, 0.6271], [1.6138, -1.6886, -4.1356], [-2.4146, -4.2440, -2.0587], [2.7008, 1.6019, 6.3366], [-0.5754, 6.0772, 1.3479], [5.5902, -3.7780, -0.1071], [1.2577, -2.7555, -1.0187], [-2.9631, 2.1929, -3.0556], [3.8356, -0.9521, -3.5191], [1.3863, -3.7067, -4.8696], [2.0684, -2.9496, -4.5082], [-3.9975, 0.0234, 1.0268], [1.9288, 1.3355, 3.7837], [1.2809, 3.2144, 1.1578], [-0.5463, 3.6197, 0.0999], [-0.4711, 0.9584, 2.5384], [4.4859, -5.1325, 0.1418], [-3.1709, 0.6480, 6.8142], [2.4715, -0.6912, -3.6530], [-2.2121, -2.5836, -0.8499], [-1.5707, 1.3545, 2.1369], [-1.1424, 1.1795, -4.5355], [3.8197, -4.1541, -4.6547], [-3.9311, -3.3594, -1.8683], [-3.2017, -1.4350, -3.4972], [-2.5432, 1.6699, -2.1809], [2.1833, -4.6044, -1.5372], [-2.4140, 6.4850, 0.3039], [-1.5718, 4.5367, -0.1303], [-0.2374, 2.0567, -3.2852], [-2.9107, -1.8108, -0.0793], [1.3556, -1.5474, -0.4620], [-2.0576, 0.8279, 7.2572], [-0.5649, 7.0335, 1.8522], [3.6051, -2.0611, 0.1514], [-1.5994, 0.6236, -2.5443], [-1.6082, -2.9117, -4.0008], [2.5590, -0.2294, 0.5519], [5.3496, -2.4319, -3.7914], [-3.2878, 4.2454, -1.3885], [2.5133, -1.2130, 0.1009], [0.3202, 1.2084, 6.7869], [-0.1824, 1.0392, 4.0235], [0.4623, 5.1637, 1.5879], [-1.8874, 2.6750, -1.2785], [0.5113, 0.1437, -3.6736], [-4.9878, -2.2042, 0.2402], [2.8727, 1.6203, 7.5393], [1.1104, 1.2545, 4.4820], [-0.5225, -1.6544, -4.2677], [0.2940, -3.0001, -1.4506], [0.4735, 0.5004, 1.8297], [4.8675, -4.6027, -1.4927], [-2.2360, 0.7568, 4.5711], [4.5000, -0.1887, -3.1380], [-3.3867, 1.2195, -1.6386], [1.2536, 5.4347, 2.2738], [-0.6473, 1.0838, -3.5590], [3.5189, -3.3086, -0.4511], [-0.7696, 2.4648, -0.6336]],
  "lowdin_charge": [-0.119, -0.045, 0.166, -0.021, 0.177, 0.190, 0.091, -0.026, -0.112, 1.562, 0.004, 0.062, 0.089, -0.005, -0.199, 0.070, 0.128, 0.080, -0.121, -0.663, -0.171, -0.325, 0.060, -0.108, 0.109, -0.205, 0.101, -0.352, -0.102, 0.074, -0.115, 0.131, -0.032, 0.113, -0.023, 0.053, 0.131, 0.115, -0.220, -0.672, 0.082, 0.087, -0.249, 0.055, -0.018, 0.131, 0.091, 0.101, -0.063, -0.147, 0.119, 0.104, -0.185, 0.117, -0.599, -0.019, -0.352, 0.094, -0.023, -0.120, -0.060, 0.103, 0.090, 0.163, -0.134, 0.074, -0.072, -0.089, -0.310, -0.319, 0.116, 0.072, 0.082, 0.101, 0.100, -0.204, 0.076, 0.137, 0.105, 0.116, 0.097, -0.129, -0.272, 0.078],
  "fmax_ev_per_a": 1.41,
  "e_homo_ev": -5.39,
  "charge": -1,
  "spin_multiplicity": 1
}

***

Record 2
{
  "formula": "C33H31N5O6SSeY",
  "method": "ωB97M-V with the def2-TZVPD basis set",
  "symbols": ["C", "C", "C", "H", "C", "C", "C", "H", "H", "C", "H", "C", "C", "H", "C", "H", "N", "O", "C", "C", "O", "C", "C", "Y", "H", "H", "H", "N", "O", "C", "N", "H", "N", "H", "H", "H", "C", "C", "H", "C", "C", "C", "H", "O", "H", "C", "H", "H", "H", "H", "N", "C", "H", "Se", "H", "C", "H", "O", "C", "C", "H", "H", "C", "H", "C", "S", "C", "C", "C", "C", "H", "H", "C", "O", "H", "H", "C", "H"],
  "coordinates": [[1.3024, 0.0363, -4.4656], [-3.2952, -0.4991, 3.9048], [-4.4594, -0.6223, 4.6522], [-1.0069, -0.1541, -2.8013], [-4.8080, -0.1418, -0.0584], [1.2242, -3.1333, 1.4289], [5.4261, 3.9590, 0.8306], [-1.7136, -4.4845, -1.5525], [-2.6484, -4.7239, -0.0769], [-1.6416, -4.7633, -0.4993], [6.6521, 2.5018, -0.1534], [5.6833, 2.7024, 0.2868], [3.4910, 2.0048, 0.8748], [-2.9848, 0.4585, 3.5064], [2.6765, -3.0955, 1.0445], [-5.7473, -1.9585, 5.7332], [0.7888, -2.1870, 2.2052], [-1.1407, -0.3504, 2.1512], [-2.4926, -1.6090, 3.6598], [2.2733, 1.1388, 0.9933], [2.2306, -0.0070, 0.4900], [-0.7741, -3.7642, 0.2177], [1.7573, -0.3859, -3.2126], [-0.0407, -0.6013, 0.2624], [2.7846, -2.9692, -0.0345], [0.4732, -0.4916, -4.9234], [-3.1213, -0.6212, 1.1880], [1.2529, 1.7033, 1.6162], [-1.1728, -2.5311, 0.1268], [0.3723, -4.1539, 0.8530], [-0.4204, -2.4351, 2.8519], [6.1985, 4.7175, 0.8051], [-1.1369, 1.9321, -2.7848], [4.2753, 1.8755, -2.8553], [3.1862, -2.2871, 1.5642], [0.1754, 4.1289, -2.7311], [-0.1569, 2.1591, -1.8986], [-3.4576, -0.2880, 0.2173], [1.5248, 1.4016, -6.1033], [-2.8592, 0.3822, -1.8920], [1.8982, 1.1020, -5.1299], [-1.2546, -1.4557, 2.8369], [-6.2270, 0.4146, -1.5750], [0.7806, 4.1583, 1.2454], [0.7506, -5.1563, 0.6981], [-5.1829, 0.2905, -1.3162], [4.8955, 0.7250, -0.1160], [-4.4373, 0.8767, -3.2493], [-5.5343, -0.3714, 0.7089], [3.4373, 2.6050, -5.0777], [-2.4954, -0.0285, -0.6701], [-4.0401, -2.9720, 4.9076], [3.1344, -4.0519, 1.3156], [0.9118, -1.8380, -2.3029], [-2.1859, 0.5568, -3.9090], [-4.8373, -1.8593, 5.1536], [-4.3321, -3.9416, 5.2932], [0.1170, 1.3333, -1.0265], [-2.8752, -2.8492, 4.1680], [-4.1905, 0.5520, -2.2466], [3.2000, -0.0085, -1.6819], [-5.0703, 0.2516, 4.8451], [-1.7698, 0.6240, -2.9046], [-1.2557, -5.7785, -0.4140], [3.4397, 1.3612, -3.3185], [1.5720, 3.2363, 2.0272], [0.6033, 3.4432, -2.0007], [4.7137, 1.7068, 0.3020], [3.2455, 3.2507, 1.4117], [4.1939, 4.2523, 1.4057], [1.6217, 3.1886, -2.3008], [3.9871, 5.2256, 1.8306], [2.8435, 0.2989, -2.6557], [1.5766, 3.4302, 3.4501], [0.6392, 3.9035, -1.0131], [-2.2432, -3.7029, 3.9636], [2.9705, 1.7753, -4.5609], [-1.2707, 2.6079, -3.5154]],
  "lowdin_charge": [-0.164, -0.042, -0.098, 0.030, -0.041, -0.389, -0.080, 0.077, 0.078, -0.031, 0.100, -0.075, -0.123, 0.114, -0.054, 0.090, 0.000, -0.224, -0.143, -0.525, -0.120, -0.506, -0.675, 1.467, 0.047, 0.087, 0.085, -0.042, -0.262, -0.044, 0.073, 0.099, 0.109, 0.093, 0.067, 0.081, -0.470, -0.089, 0.090, -0.238, -0.117, -0.488, 0.104, -0.321, 0.094, -0.067, 0.119, 0.107, 0.107, 0.089, 0.090, -0.098, 0.077, 0.614, 0.126, -0.116, 0.093, -0.081, -0.030, -0.028, 0.072, 0.094, -0.122, 0.068, -0.113, 0.634, 0.043, -0.009, -0.205, -0.038, 0.084, 0.118, -0.137, -0.299, 0.066, 0.106, -0.129, 0.139],
  "fmax_ev_per_a": 0.13,
  "e_homo_ev": -4.36,
  "charge": -1,
  "spin_multiplicity": 1
}

***

Record 3
{
  "formula": "C33H31NO4",
  "method": "ωB97M-V with the def2-TZVPD basis set",
  "symbols": ["C", "H", "C", "H", "H", "N", "O", "C", "H", "H", "H", "C", "C", "C", "C", "C", "H", "H", "O", "O", "C", "C", "H", "H", "C", "C", "C", "H", "C", "H", "C", "C", "H", "C", "C", "C", "H", "C", "H", "C", "C", "C", "H", "C", "C", "H", "C", "H", "C", "C", "C", "H", "H", "C", "C", "O", "H", "H", "H", "H", "H", "H", "H", "H", "C", "H", "H", "H", "C"],
  "coordinates": [[-0.9563, -4.4539, -0.5429], [5.1547, 2.1193, 2.6190], [2.7481, -0.2910, 2.2238], [1.0620, -6.8441, 1.7608], [0.4997, 4.1378, -3.1297], [-1.0565, 2.4335, 0.9894], [-1.1234, 0.2393, 1.8357], [4.9200, 0.3710, 3.8913], [1.6519, 0.0623, 0.4284], [-3.8999, 3.2091, 2.2043], [4.4832, -1.4823, 4.9331], [3.4902, 0.8974, 2.0172], [-0.6494, -6.6197, 0.4731], [-1.0620, 7.0172, -2.1398], [-1.0511, 5.3713, -0.3558], [-0.2072, -0.4417, -1.0005], [-2.2975, 5.5856, 1.3436], [-2.7554, 3.3698, 0.1971], [-2.4051, 1.8730, 2.7160], [-1.0576, -7.8823, 0.7724], [4.1937, -0.8072, 4.1254], [0.8457, -4.8145, 1.0415], [1.2244, -2.4978, 2.1222], [-2.5260, -8.2435, -0.6995], [1.1731, -1.8990, 1.2091], [0.4991, -2.5206, 0.1259], [-2.0491, 3.4851, 1.0414], [-3.1528, -7.6402, 0.8756], [0.5035, -6.1417, 1.1414], [-0.0433, 3.5206, -0.7630], [1.7625, -0.6505, 1.2341], [-0.3307, 4.4918, -1.1709], [-1.5469, 2.1339, -3.8452], [4.5682, 1.2231, 2.8275], [-0.0305, 4.8469, -2.4920], [0.1277, -3.9239, 0.2059], [-2.5257, 3.8930, 3.1173], [-1.3616, -5.7682, -0.4092], [-2.4848, -9.3030, 0.7510], [0.0014, -1.6379, -3.5155], [-1.3647, 6.6591, -0.8221], [-0.4459, 0.3312, -2.1196], [0.2133, 2.3023, -4.1960], [0.1722, -1.7876, -1.0863], [-2.8105, 3.1876, 2.3374], [-0.7291, 1.3764, -1.9789], [-1.5098, 4.9104, 1.0078], [-0.9605, 2.0972, -5.5417], [3.1185, -1.1416, 3.3066], [0.2545, -2.3782, -2.3809], [-0.3596, -0.2713, -3.4008], [-1.8600, 7.3625, -0.1477], [1.7153, -4.4454, 1.5840], [-0.4207, 6.1001, -2.9837], [-1.4625, 1.4217, 1.8075], [-0.5695, 0.3973, -4.5644], [-0.3661, 0.0044, -0.0171], [-1.5103, -3.8247, -1.2407], [-2.2401, -6.1363, -0.9468], [-1.3389, 8.0087, -2.5137], [0.5306, -3.4286, -2.4943], [2.5969, -2.0840, 3.4722], [-0.6888, 4.9443, 1.7360], [3.2262, 1.5272, 1.1636], [-2.3986, -8.2769, 0.3910], [5.7695, 0.6154, 4.5235], [0.0630, -2.0736, -4.5139], [-0.2341, 6.3555, -4.0282], [-0.7270, 1.8289, -4.5124]],
  "nbo_charge": [-0.140, 0.226, -0.038, 0.237, 0.184, -0.781, -0.753, -0.164, 0.233, 0.171, 0.221, -0.158, 0.370, -0.217, -0.005, -0.068, 0.199, 0.152, -0.541, -0.484, -0.209, -0.140, 0.212, 0.182, -0.299, 0.236, -0.072, 0.192, -0.274, 0.256, 0.055, -0.246, 0.197, -0.219, -0.165, -0.086, 0.159, -0.309, 0.211, -0.289, -0.209, -0.333, 0.186, -0.209, -0.074, 0.253, -0.428, 0.205, -0.173, -0.135, 0.378, 0.207, 0.221, -0.256, 0.838, -0.487, 0.281, 0.239, 0.230, 0.209, 0.221, 0.212, 0.221, 0.227, -0.258, 0.221, 0.232, 0.205, -0.257],
  "fmax_ev_per_a": 2.79,
  "e_homo_ev": -6.40,
  "charge": 0,
  "spin_multiplicity": 1
}

***

Computed LUMO energy (eV) in order:
1.15, 2.25, -2.29
Computed frontier orbital gap (eV) in order:
6.532, 6.606, 4.103
Computed energy above the lowest of the compared OMol25 structures with the same formula, charge and spin (kcal/mol) in order:
13.4, 18.6, 0.0